25
Properties=species:S:1:pos:R:3 method="wB97M-V/def2-TZVPD" homo_energy_ev=-13.19 charge=+1 e_above_lowest_kcal_mol=0.0 lumo_energy_ev=-4.95 gap_ev=8.2398
N 1.045 3.051 0.400
N -0.374 3.001 0.475
C -1.020 1.773 0.541
C -2.391 2.201 0.641
Cl -3.713 1.058 0.773
N -2.424 3.580 0.633
I -4.075 4.780 0.796
C -1.143 4.106 0.530
H 1.342 2.179 0.857
H 1.303 3.777 1.085
H -0.557 0.772 0.534
H -0.812 5.157 0.516
C -0.386 -2.359 -1.499
C 0.985 -2.846 -1.099
C 1.029 -3.553 0.228
O 2.378 -3.326 0.643
C 2.777 -2.161 0.062
O 3.776 -1.579 0.335
O 1.873 -1.747 -0.873
H -0.317 -1.681 -2.352
H -1.039 -3.192 -1.764
H -0.853 -1.795 -0.687
H 1.411 -3.464 -1.896
H 0.823 -4.619 0.145
H 0.361 -3.116 0.977

=====

7
Properties=species:S:1:pos:R:3 method="wB97M-V/def2-TZVPD" homo_energy_ev="-2.93 / -2.94" charge=-1 e_above_lowest_kcal_mol=65.2 smiles=CN([O-])I lumo_energy_ev="3.72 / 3.72" gap_ev="6.6567 / 6.6592"
C -0.237 -0.181 -0.069
N -1.373 -1.041 -0.498
O -1.135 -2.214 0.091
I -3.347 0.229 0.089
H -0.667 0.898 -0.320
H -0.040 -0.394 0.963
H 0.545 -0.561 -0.666

=====

41
Properties=species:S:1:pos:R:3 method="wB97M-V/def2-TZVPD" homo_energy_ev=-8.97 charge=0 e_above_lowest_kcal_mol=57.5 smiles="NCC(N)=O.O.O.O.O.O.O.O.O.O.O" lumo_energy_ev=-0.35 gap_ev=8.6266
N 0.765 0.707 -3.135
C 0.928 1.976 -2.401
C 0.664 1.914 -0.861
N -0.471 1.304 -0.384
O 1.368 2.630 -0.174
H 1.158 -0.026 -2.587
H -0.183 0.557 -3.375
H 1.975 2.296 -2.669
H 0.102 2.595 -2.840
H -1.021 0.604 -0.847
H -0.489 1.140 0.625
O -0.501 -1.382 2.583
H -0.905 -1.928 1.885
H -0.279 -0.552 2.110
O 0.706 -3.247 -2.138
H 1.139 -3.192 -3.007
H 1.466 -3.369 -1.527
O -2.349 0.517 -2.345
H -1.697 0.707 -3.007
H -2.390 -0.452 -2.371
O 3.524 -0.529 3.054
H 3.753 0.002 2.279
H 3.467 -1.447 2.780
O -2.690 1.174 1.917
H -2.320 0.280 2.069
H -1.840 1.338 1.350
O 0.169 1.598 2.206
H 1.102 1.390 2.264
H -0.022 2.480 1.847
O -2.040 -2.235 -2.039
H -2.809 -2.829 -2.026
H -1.325 -2.785 -1.689
O -0.102 -3.693 1.714
H 0.524 -3.466 2.405
H -0.268 -4.637 1.694
O -1.416 3.830 0.855
H -2.036 3.683 1.570
H -1.794 3.981 -0.018
O 1.865 -2.170 0.106
H 2.788 -2.425 0.085
H 1.495 -2.474 0.928

=====

13
Properties=species:S:1:pos:R:3 method="wB97M-V/def2-TZVPD" homo_energy_ev=-8.55 charge=0 e_above_lowest_kcal_mol=20.8 smiles=[O-][n+]1cccn1[SiH3] lumo_energy_ev=0.85 gap_ev=9.3976
O -0.598 -1.881 0.011
N 0.323 -0.996 -0.009
C 1.646 -1.004 0.092
C 1.982 0.376 -0.016
C 0.825 1.088 -0.083
N -0.183 0.209 -0.065
Si -1.992 0.184 0.015
H 2.168 -1.940 -0.149
H 2.865 0.917 0.254
H 0.847 2.101 -0.326
H -2.736 -0.291 1.298
H -2.400 1.562 0.191
H -2.748 -0.325 -1.213

=====

127
Properties=species:S:1:pos:R:3 method="wB97M-V/def2-TZVPD" homo_energy_ev=-8.94 charge=0 e_above_lowest_kcal_mol=198.4 lumo_energy_ev=-0.31 gap_ev=8.6246
C -33.789 -15.625 24.057
C -34.925 -15.843 23.044
O -35.389 -14.580 22.604
H -34.013 -14.846 24.786
H -32.938 -15.124 23.596
H -33.514 -16.523 24.610
H -35.771 -16.362 23.494
H -34.588 -16.451 22.205
H -35.639 -14.110 23.403
C -23.690 -16.826 16.290
C -23.180 -15.893 15.209
O -21.820 -15.442 15.423
H -23.682 -16.430 17.306
H -23.093 -17.733 16.394
H -24.759 -16.966 16.136
H -23.952 -15.125 15.152
H -23.156 -16.304 14.200
H -21.882 -14.507 15.215
C -32.145 -21.083 21.034
C -30.905 -22.020 21.150
O -29.934 -21.384 21.949
H -32.671 -20.964 21.981
H -32.860 -21.553 20.359
H -31.848 -20.162 20.532
H -30.503 -22.309 20.179
H -31.124 -22.964 21.648
H -29.801 -20.480 21.654
C -31.920 -9.158 21.609
C -32.194 -9.531 20.184
O -31.020 -9.904 19.622
H -32.849 -8.711 21.962
H -31.146 -8.403 21.743
H -31.681 -10.025 22.226
H -32.667 -8.702 19.657
H -32.935 -10.328 20.120
H -30.956 -9.537 18.738
C -19.765 -14.063 21.400
C -20.804 -14.261 22.551
O -21.866 -15.131 22.013
H -20.133 -13.612 20.479
H -19.347 -15.012 21.065
H -18.878 -13.463 21.601
H -21.212 -13.284 22.807
H -20.389 -14.722 23.447
H -22.195 -14.681 21.232
C -24.052 -10.741 17.341
C -23.607 -10.296 15.908
O -22.180 -10.504 15.881
H -23.771 -11.788 17.458
H -25.131 -10.708 17.492
H -23.497 -10.058 17.984
H -23.694 -9.234 15.678
H -24.088 -10.836 15.092
H -21.748 -9.664 15.711
C -28.186 -14.010 11.611
O -27.760 -13.245 10.778
N -27.850 -15.239 11.606
N -28.881 -13.622 12.641
H -28.140 -15.810 12.387
H -27.426 -15.587 10.758
H -29.105 -12.644 12.751
H -29.227 -14.247 13.355
C -28.370 -15.108 20.649
O -28.223 -16.304 20.752
N -28.907 -14.569 19.590
N -27.864 -14.251 21.516
H -29.178 -15.201 18.849
H -29.080 -13.576 19.540
H -27.756 -13.268 21.310
H -27.365 -14.641 22.302
C -30.040 -19.133 15.488
O -30.522 -18.018 15.419
N -29.452 -19.628 16.522
N -30.046 -20.028 14.587
H -29.348 -19.009 17.314
H -29.039 -20.536 16.362
H -30.505 -20.014 13.688
H -29.503 -20.852 14.801
C -25.178 -7.329 24.887
O -25.318 -8.579 24.783
N -24.378 -6.738 25.705
N -25.762 -6.465 24.142
H -23.874 -7.332 26.347
H -24.235 -5.738 25.673
H -26.485 -6.687 23.473
H -25.524 -5.488 24.240
C -35.819 -14.127 15.667
O -36.907 -13.629 15.747
N -35.182 -14.508 16.701
N -35.131 -14.357 14.573
H -35.645 -14.239 17.558
H -34.303 -14.991 16.586
H -34.179 -14.681 14.668
H -35.637 -14.227 13.708
C -29.654 -12.499 28.785
O -29.915 -13.437 29.473
N -28.791 -12.542 27.855
N -30.173 -11.309 28.870
H -28.222 -13.366 27.725
H -28.657 -11.800 27.183
H -30.879 -11.245 29.590
H -29.759 -10.566 28.326
C -22.582 -20.983 21.428
O -22.287 -22.136 21.401
N -23.730 -20.411 21.252
N -21.708 -20.122 21.718
H -24.601 -20.842 20.974
H -23.815 -19.416 21.401
H -21.914 -19.140 21.832
H -20.816 -20.520 21.973
C -28.517 -19.760 28.007
C -27.221 -18.997 28.236
C -26.916 -18.084 26.989
O -25.703 -17.361 27.133
C -24.556 -18.120 27.368
N -27.346 -18.266 29.464
H -28.695 -20.446 28.836
H -28.529 -20.344 27.087
H -29.418 -19.147 27.981
H -26.450 -19.706 28.538
H -27.747 -17.456 26.666
H -26.825 -18.742 26.125
H -24.684 -18.633 28.321
H -23.636 -17.554 27.511
H -24.396 -18.840 26.566
H -26.434 -17.835 29.521
H -27.978 -17.483 29.376

=====

9
Properties=species:S:1:pos:R:3 method="wB97M-V/def2-TZVPD" homo_energy_ev="-6.48 / -10.11" charge=0 multiplicity=3 e_above_lowest_kcal_mol=42.3 lumo_energy_ev="0.64 / -3.92" gap_ev="7.1243 / 6.1871"
C 0.197 -0.974 0.002
C -0.544 1.222 0.002
C 2.086 -0.984 -0.002
C 1.329 0.094 -0.002
C -0.912 -0.167 0.011
N 0.775 1.315 -0.003
H 0.164 -2.048 -0.015
H -1.173 2.089 -0.015
H -1.920 -0.547 0.022